[1]
ORCA calculation (wB97M-V/def2-TZVPD) on C13H24ClI2IrN2P2S as an isolated structure.

XYZ file:
```
46
Properties=species:S:1:pos:R:3:forces:R:3
I -2.3407 -1.7013 -0.1250 -1.091 -0.051 0.914
I 2.1295 -0.8129 -2.4241 1.146 0.225 -0.541
Ir 0.0447 -0.4023 -0.5773 -0.462 -1.381 -1.134
P 1.0840 -2.2545 0.5365 0.623 -1.779 0.729
C 1.8554 -1.6210 2.0533 -0.122 0.323 -0.051
C -0.0004 -3.6360 1.0966 -0.124 0.556 0.024
H 0.6240 -4.3875 1.5966 -0.014 0.253 -0.144
H 2.7060 -4.0532 0.4755 -0.214 0.286 -0.058
H -0.4994 -4.0947 0.2365 0.143 0.018 0.198
H 2.1157 -3.6842 -1.1694 0.071 0.030 0.177
H 1.0850 -1.2171 2.7192 0.294 -0.150 -0.020
H -0.7550 -3.2628 1.7955 0.166 -0.232 -0.082
C 2.4412 -3.2459 -0.2217 -0.061 0.562 -0.190
H 2.3861 -2.4467 2.5451 -0.102 0.204 -0.072
H 3.3170 -2.6134 -0.3937 -0.098 -0.252 0.059
H 2.5619 -0.8282 1.7809 -0.016 -0.169 0.187
P -1.2180 0.4497 -2.4675 -0.673 0.557 -1.753
C -1.5104 2.2245 -2.2009 0.178 0.002 0.282
C -0.4457 0.3720 -4.1384 0.335 0.059 0.481
H -2.8532 -1.2648 -3.0858 -0.046 0.185 -0.030
H -3.2218 0.3117 -3.8343 0.298 0.010 0.216
H -3.5985 0.0305 -2.1092 0.041 -0.037 -0.277
C -2.8895 -0.1854 -2.9133 0.101 -0.075 0.553
H -0.2510 -0.6699 -4.4105 -0.081 0.186 -0.038
H -1.1452 0.8095 -4.8628 0.078 -0.079 0.282
H -2.1345 2.5968 -3.0250 0.150 -0.055 0.221
H -0.5457 2.7503 -2.1742 -0.612 -0.081 -0.142
H 0.4947 0.9307 -4.1592 -0.228 -0.071 -0.131
H -2.0364 2.3526 -1.2471 0.021 0.142 -0.211
Cl -0.3195 -2.4174 -2.1234 -0.048 -0.414 -0.346
N 1.4841 2.4749 -1.2375 0.265 -0.607 2.150
C 1.0696 2.3271 0.0536 0.409 0.975 -1.519
N 0.4136 1.2613 0.5278 -0.878 -0.583 1.749
C -0.0192 1.4444 1.8583 0.750 -0.320 -1.905
C -0.7434 0.5628 2.6815 -0.692 -0.287 1.084
C -1.0346 0.9347 3.9973 -0.113 -1.556 -1.820
C -0.6241 2.1800 4.4880 0.474 1.092 0.347
C 0.0951 3.0662 3.6726 0.437 0.264 -0.841
C 0.3869 2.6901 2.3662 0.180 1.617 1.155
S 1.2270 3.6409 1.1533 -0.163 0.028 0.640
H 1.9169 3.3661 -1.4460 0.176 0.008 -0.193
H 1.8622 1.6527 -1.7357 -0.584 0.419 0.139
H -1.0833 -0.3834 2.2712 0.035 0.111 0.165
H -1.5887 0.2511 4.6405 0.117 0.181 -0.183
H -0.8705 2.4654 5.5121 0.075 -0.023 -0.262
H 0.4279 4.0365 4.0239 -0.139 -0.095 0.191
```
Positions in Å, forces in eV/Å.

Calculated values
Frontier orbital gap (spin up / spin down)   6.89 / 4.60 eV
Net charge   +3
E_HOMO (spin up / spin down)   -16.8 / -18.3 eV
Multiplicity   6
Expectation value of S²   8.788

[2]
ORCA calculation (wB97M-V/def2-TZVPD) on C13H24CoN7S2 as an isolated structure.

XYZ file:
```
47
Properties=species:S:1:pos:R:3:forces:R:3
Co -1.3044 -0.0832 -1.3739 -0.048 0.179 -0.304
C -0.7440 1.5681 2.4124 -0.081 0.031 0.070
C -0.4403 0.7277 1.1775 0.109 -0.059 -0.038
N -1.2465 1.1193 0.0143 -0.149 0.531 0.546
N -1.1698 2.4924 -0.2668 0.298 -0.351 0.064
C -1.4444 2.9053 -1.4766 -0.156 0.207 -0.301
N -1.5777 4.2293 -1.7298 0.070 -0.145 0.006
S -1.6687 1.7392 -2.7083 -0.053 -0.090 0.040
C -0.8839 -0.7134 1.3324 0.052 -0.083 -0.007
C -1.1305 -1.3526 2.5328 0.049 0.004 0.000
C -1.5231 -2.6803 2.5261 -0.011 -0.053 0.115
C -1.6529 -3.3438 1.3201 0.021 -0.024 -0.053
C -1.4271 -2.6354 0.1563 0.111 0.050 0.068
N -1.0669 -1.3468 0.1581 -0.213 -0.156 -0.037
H -0.3525 2.5826 2.3010 -0.014 -0.002 0.005
H -0.2496 1.1669 3.2969 -0.011 0.000 -0.023
H -1.8174 1.6153 2.6045 0.021 -0.007 -0.029
H -1.1301 3.1351 0.5096 -0.096 0.032 0.073
H -1.6954 4.8937 -0.9847 -0.014 0.007 0.013
H -1.9101 4.4970 -2.6387 -0.008 0.002 -0.025
H -1.0194 -0.8218 3.4667 -0.022 -0.014 -0.020
H -1.7251 -3.1903 3.4591 0.002 0.001 -0.012
H -1.9468 -4.3825 1.2706 0.002 0.013 0.007
H -1.5463 -3.0946 -0.8147 -0.042 0.010 -0.005
N 0.6316 -0.3788 -2.4910 0.207 -0.186 0.024
N 0.4958 -1.1785 -3.6306 -0.113 0.103 0.084
C -0.6979 -1.7209 -3.9409 -0.092 -0.047 0.007
N -0.7473 -2.3962 -5.0931 -0.061 -0.028 0.025
S -2.0631 -1.5906 -2.9539 0.166 -0.006 -0.208
H 0.8008 0.5851 -2.7609 0.012 0.046 0.012
H 1.3979 -0.7277 -1.9268 0.031 -0.004 -0.005
H 1.2437 -1.1806 -4.3069 0.023 -0.001 -0.030
H 0.0509 -2.5145 -5.6934 0.012 -0.005 0.008
H -1.6170 -2.8176 -5.3687 -0.015 0.006 0.002
C 3.5067 0.9203 1.2965 0.029 -0.019 -0.071
C 2.1344 0.6804 1.9222 -0.035 0.036 0.089
C 2.1099 -0.6702 2.6373 0.015 -0.053 0.004
C 1.0713 0.8101 0.8307 -0.079 0.037 -0.135
H 4.2926 0.9161 2.0524 -0.026 -0.005 0.004
H 3.5499 1.8778 0.7725 -0.009 -0.023 0.014
H 3.7413 0.1300 0.5757 -0.003 0.025 0.014
H 1.9660 1.4704 2.6614 0.027 -0.010 0.014
H 1.9989 -1.4910 1.9208 0.026 0.026 0.016
H 1.2977 -0.7519 3.3597 0.022 0.014 -0.051
H 3.0408 -0.8345 3.1819 -0.011 0.034 0.005
H 1.2696 0.0508 0.0655 0.002 0.010 0.030
H 1.1980 1.7850 0.3446 0.055 -0.032 -0.005
```
Positions in Å, forces in eV/Å.

Calculated values
Frontier orbital gap (spin up / spin down)   8.08 / 8.34 eV
Relative energy (zero: lowest compared OMol25 entry of this formula, charge and spin)   0.0 kcal per mole
Net charge   +1
E_HOMO (spin up / spin down)   -10.3 / -10.5 eV
Multiplicity   2
Expectation value of S²   0.770

[3]
ORCA calculation (wB97M-V/def2-TZVPD) on C13H24N2O4 in the gas phase.

XYZ file:
```
43
Properties=species:S:1:pos:R:3:forces:R:3
C 4.6070 2.3395 2.0255 -0.135 -0.230 0.026
H 5.1835 2.0729 2.9083 0.101 0.043 0.060
C 3.4691 1.3446 1.8247 -0.076 0.340 -0.078
H 2.9001 1.2787 2.7547 0.023 -0.092 0.052
C 2.5191 1.7393 0.6896 0.040 -0.387 -0.016
C 3.2351 1.8376 -0.6541 -0.188 0.100 0.189
H 3.7970 0.9271 -0.8480 0.122 -0.134 -0.052
H 3.9166 2.6832 -0.6693 0.108 0.057 -0.049
H 2.5090 1.9668 -1.4524 0.012 0.031 -0.108
H 2.0678 2.7092 0.9289 -0.026 0.000 0.039
C 1.3726 0.7124 0.5709 0.032 0.129 0.055
N 0.4037 1.1391 -0.4149 0.014 0.113 0.227
C -0.0992 0.2369 -1.3182 0.020 0.564 -0.137
O 0.4312 -0.8321 -1.5423 0.132 -0.476 -0.019
N -1.1689 0.7101 -2.0371 -0.171 0.159 -0.121
H -1.6663 1.4973 -1.6474 0.103 -0.040 0.025
C -1.9863 -0.2373 -2.7555 -0.223 -0.180 0.295
H -2.3880 0.2323 -3.6572 0.018 -0.119 -0.002
H -1.3266 -1.0613 -3.0328 -0.092 0.050 -0.111
C -3.1457 -0.7591 -1.8752 -0.028 0.116 -0.437
H -3.8764 0.0442 -1.7265 0.042 -0.072 -0.042
C -3.7646 -2.0349 -2.4559 0.003 0.238 0.195
H -4.7888 -2.1410 -2.0984 -0.009 0.023 -0.060
H -3.7687 -2.0287 -3.5435 -0.058 -0.020 -0.085
C -2.8702 -3.1331 -1.8680 0.064 0.056 0.085
H -2.1171 -3.4502 -2.5875 0.004 -0.056 -0.002
C -2.2005 -2.4561 -0.6559 0.284 -0.431 0.160
H -2.4577 -2.9340 0.2925 0.027 0.001 -0.078
O -2.6910 -1.1248 -0.5918 -0.079 0.196 0.075
H -1.1100 -2.4419 -0.7640 -0.161 -0.026 0.035
H -3.4483 -4.0058 -1.5709 0.018 -0.037 -0.055
H -0.1898 1.8957 -0.1054 -0.034 -0.086 -0.038
C 0.6409 0.5617 1.8995 0.010 0.012 -0.260
O -0.1560 1.3649 2.3143 -0.010 0.062 0.085
O 0.9656 -0.5627 2.5310 0.266 -0.244 -0.150
C 0.3073 -0.8048 3.7688 -0.235 0.129 0.290
H -0.7721 -0.8586 3.6155 0.083 -0.007 0.033
H 0.5230 -0.0013 4.4761 -0.025 -0.084 -0.031
H 0.6905 -1.7527 4.1368 -0.007 0.044 -0.034
H 1.7617 -0.2591 0.2528 -0.040 0.158 0.065
H 3.8806 0.3543 1.6186 -0.041 -0.109 0.025
H 5.2793 2.3442 1.1724 0.106 0.060 -0.072
H 4.2142 3.3444 2.1642 0.005 0.147 0.016
```
Positions in Å, forces in eV/Å.

Calculated values
Frontier orbital gap   10.02 eV
Relative energy (zero: lowest compared OMol25 entry of this formula, charge and spin)   5.0 kcal per mole
E_HOMO   -9.2 eV
SMILES string   CC[C@@H](C)[C@H](NC(=O)NC[C@H]1CCCO1)C(=O)OC

[4]
ORCA calculation (wB97M-V/def2-TZVPD) on a 2-piece molecular cluster, C13H24N3O overall.

XYZ file:
```
41
Properties=species:S:1:pos:R:3:forces:R:3
C 4.3669 0.5519 -0.6223 -0.815 -0.272 0.090
C 3.2463 1.2065 0.2327 0.532 0.111 -0.394
C 1.8872 1.3580 -0.4997 0.998 1.245 0.398
C 1.4318 2.8391 -0.3829 -0.285 -0.749 0.114
N 0.8057 0.4298 -0.0044 -0.153 0.168 -0.037
C -0.3704 0.4168 -1.0011 -1.423 -0.931 -0.943
N -1.0046 -0.8760 -1.0640 0.116 0.707 -0.204
C 1.2779 -0.9130 0.3256 0.688 -0.273 -1.093
C 1.9756 -1.6671 -0.6073 -0.405 0.669 0.454
C 2.3889 -2.8850 -0.1500 1.081 -1.173 -1.184
C 2.1325 -3.3540 1.1247 -0.233 0.118 0.049
N 1.4405 -2.6320 1.9954 0.387 -0.366 -0.080
C 1.0639 -1.4464 1.5596 -1.196 1.218 1.386
H 5.3016 1.0873 -0.4656 0.051 -0.313 -0.017
H 4.1040 0.6011 -1.6859 0.197 0.220 0.105
H 4.4609 -0.5150 -0.4058 0.293 0.185 0.118
H 3.6059 2.2181 0.4385 -0.251 -0.055 0.041
H 3.1598 0.7319 1.2156 -0.141 -0.048 -0.179
H 2.0735 1.1600 -1.5570 -0.427 -0.421 0.124
H 1.8941 3.3783 -1.2100 -0.139 0.177 0.189
H 1.7755 3.2550 0.5664 -0.076 0.030 -0.120
H 0.3437 2.9513 -0.4221 0.155 0.103 -0.247
H 0.4319 0.8425 0.8552 0.141 -0.118 0.014
H -0.0171 0.6663 -2.0038 0.587 0.324 0.429
H -1.1170 1.1623 -0.7201 0.467 0.143 0.330
H -2.0065 -0.7893 -0.9080 -0.051 -0.154 0.186
H -0.8672 -1.2478 -1.9952 -0.062 -0.343 0.199
H 2.2006 -1.3054 -1.6034 -0.014 -0.132 0.018
H 2.9671 -3.5167 -0.8198 -0.103 0.026 0.093
H 2.4951 -4.3351 1.4140 -0.126 0.123 0.162
H 0.5086 -0.8225 2.2723 0.097 -0.256 -0.006
C -6.2354 -0.5210 0.2229 0.125 -0.191 -0.253
C -4.7903 -0.1075 0.2188 -0.057 -0.050 -0.025
O -3.9945 -0.6027 -0.5539 0.155 0.096 0.038
C -4.3731 0.9458 1.2134 0.258 -0.074 -0.159
H -6.3964 -1.2814 -0.5381 0.015 0.015 0.013
H -6.5015 -0.9345 1.1967 -0.084 0.161 0.043
H -6.8694 0.3389 0.0021 -0.042 0.012 0.183
H -4.5603 0.5948 2.2289 -0.142 0.110 0.008
H -4.9276 1.8678 1.0347 -0.101 -0.037 0.147
H -3.3084 1.1492 1.1029 -0.016 -0.002 0.008
```
Positions in Å, forces in eV/Å.

Calculated values
Frontier orbital gap   10.05 eV
Relative energy (zero: lowest compared OMol25 entry of this formula, charge and spin)   11.6 kcal per mole
Net charge   +1
E_HOMO   -12.6 eV

[5]
ORCA calculation (wB97M-V/def2-TZVPD) on C13H24N5O3PV as an isolated structure.

XYZ file:
```
47
Properties=species:S:1:pos:R:3:forces:R:3
V 0.1886 0.3322 -0.5616 -0.959 1.665 1.664
C 2.3149 -0.3395 -2.4303 0.260 -0.316 -0.627
O 2.0876 0.3981 -1.1822 -0.171 0.003 0.040
C 2.5984 1.7549 -1.1925 -0.113 0.776 0.029
C 1.5246 2.6128 -1.8282 0.846 0.111 -0.266
O 0.2343 2.0697 -1.3544 0.075 0.780 -0.566
C -0.8372 3.0175 -1.7342 -0.614 0.704 -0.261
H 3.3858 -0.3984 -2.6275 0.013 0.067 0.192
H 1.8315 0.1477 -3.2811 -0.056 0.089 0.146
H 1.9304 -1.3498 -2.3037 -0.030 0.060 0.119
H 3.5367 1.8345 -1.7420 0.033 -0.201 0.008
H 2.7755 2.0423 -0.1560 0.017 -0.156 0.013
H 1.5381 2.5842 -2.9194 -0.224 -0.114 0.024
H 1.6281 3.6536 -1.5206 -0.167 -0.018 0.114
H -0.5757 4.0161 -1.3870 0.193 -0.122 0.130
H -1.7686 2.7185 -1.2771 0.049 -0.158 0.117
H -0.9389 3.0398 -2.8200 0.182 -0.201 0.019
N -3.9765 0.4011 -0.5786 0.254 -0.103 -0.413
C -2.8893 0.1972 -1.3096 -0.305 0.046 0.080
N -1.8313 0.4186 -0.5173 0.259 0.043 -0.146
C -2.3806 0.7633 0.7087 -0.068 -0.036 -0.479
N -3.6771 0.7537 0.6780 -0.012 0.116 0.475
C -1.4761 1.1119 1.7882 -0.289 0.196 0.648
C -1.8570 1.5099 3.0775 0.264 -0.234 -0.761
N -0.9275 1.8236 3.9578 -0.128 0.244 0.827
C 0.3531 1.7650 3.6547 -0.006 -0.161 -0.628
C 0.7554 1.3525 2.3728 0.211 0.170 0.424
N -0.1695 1.0431 1.4670 0.330 -0.414 -1.340
H -4.9524 0.3350 -0.8677 -0.024 -0.006 0.013
H -2.8754 -0.0726 -2.3564 -0.101 -0.035 0.011
H -2.9020 1.5644 3.3678 0.008 0.026 0.003
H 1.0862 2.0436 4.4045 -0.028 -0.012 0.028
H 1.8076 1.2851 2.1226 -0.043 -0.029 -0.122
C 1.7640 -3.5626 -0.2708 -0.191 0.219 0.008
P 0.3209 -2.7972 0.4560 -0.080 -1.499 0.674
C 0.4230 -2.7308 2.2428 -0.018 0.136 -0.301
C -1.2184 -3.5274 -0.0951 0.244 0.128 -0.012
O 0.2680 -1.2337 -0.0473 0.374 -1.657 0.007
H 1.8788 -4.5433 0.2068 -0.042 -0.007 0.029
H 2.6654 -2.9807 -0.0685 -0.002 -0.018 0.049
H 1.6342 -3.7257 -1.3423 -0.025 0.009 0.008
H 0.4774 -3.7622 2.6089 -0.003 -0.031 -0.047
H -0.4701 -2.2665 2.6649 -0.009 -0.014 -0.011
H 1.3235 -2.2067 2.5679 0.021 -0.024 -0.024
H -1.3491 -4.4722 0.4442 0.026 -0.011 0.016
H -1.2004 -3.7455 -1.1646 0.052 0.025 0.001
H -2.0592 -2.8750 0.1452 -0.002 -0.035 0.087
```
Positions in Å, forces in eV/Å.

Calculated values
Frontier orbital gap (spin up / spin down)   5.91 / 6.61 eV
Net charge   +4
E_HOMO (spin up / spin down)   -22.3 / -22.3 eV
Multiplicity   2
Expectation value of S²   0.764

[6]
ORCA calculation (wB97M-V/def2-TZVPD) on C13H24O in the gas phase.

XYZ file:
```
38
Properties=species:S:1:pos:R:3:forces:R:3
O -0.7124 -0.4576 1.0445 0.320 0.081 -0.668
C -3.4730 0.6250 -3.8986 1.235 0.318 2.891
C -2.2857 0.7848 -2.8075 -1.783 0.284 -1.676
C -2.0340 -0.4429 -2.0309 1.279 -1.382 -0.626
C -0.5465 -0.6301 3.4491 -0.998 -0.412 -0.721
C 0.7988 1.1466 2.2022 -1.632 0.207 2.758
C 3.4319 -0.6827 0.5791 0.423 -2.061 -0.137
C 1.4273 -1.2621 1.8204 -1.894 -1.730 1.503
C 1.4448 1.6106 0.9218 -0.241 -0.119 0.350
C -0.5498 -0.5846 -1.5470 -0.573 -0.692 -0.642
C 0.2459 -0.3081 2.1922 0.325 0.614 -1.868
C 1.9252 -0.8322 0.4438 1.126 2.248 0.656
C 1.2551 0.4791 -0.1030 -0.711 0.418 0.993
C -0.2878 0.1314 -0.2466 1.984 2.135 1.348
H -3.1643 -0.1030 -4.6085 0.294 -0.123 -1.125
H -3.6679 1.6399 -4.2188 -0.314 -0.173 -0.782
H -4.3597 0.1839 -3.4160 0.184 0.431 0.022
H -1.3482 0.9856 -3.2769 0.449 0.674 -0.943
H -2.5316 1.6412 -2.1865 0.045 0.090 0.236
H -2.7503 -0.4870 -1.2621 -0.562 -0.259 1.629
H -2.2624 -1.3488 -2.6262 0.174 0.456 -0.109
H -0.1047 -0.3191 4.3760 0.516 0.471 0.279
H -1.6270 -0.3146 3.4504 1.206 0.043 -0.375
H -0.5543 -1.6979 3.4724 -0.309 -0.953 0.299
H 1.4302 1.2602 3.1511 -0.403 -0.264 -1.390
H -0.0800 1.7738 2.4716 0.317 -0.248 -0.319
H 3.7660 -0.2328 1.5208 -0.287 0.305 -0.322
H 3.7459 -0.1083 -0.2845 0.928 -0.233 -0.103
H 3.8321 -1.7725 0.6520 -0.143 1.900 -0.556
H 1.0323 -2.3746 1.7339 0.614 2.164 0.434
H 2.1994 -1.2568 2.6826 -0.938 0.104 -1.592
H 0.9981 2.5793 0.5669 0.587 -0.868 0.271
H 2.4887 1.7339 1.2233 0.142 0.329 -0.919
H -0.4565 -1.6589 -1.3934 0.664 -0.138 -0.055
H 0.2307 -0.2169 -2.3721 -1.801 -0.805 1.746
H 1.7024 -1.5309 -0.3042 -0.157 -1.452 -0.835
H 1.6494 0.9456 -1.0325 -0.051 -1.246 0.110
H -0.8080 1.1018 -0.3391 -0.012 -0.115 0.238
```
Positions in Å, forces in eV/Å.

Calculated values
Frontier orbital gap   10.03 eV
Relative energy (zero: lowest compared OMol25 entry of this formula, charge and spin)   50.7 kcal per mole
E_HOMO   -9.1 eV
SMILES string   CCCC[C@H]1O[C@]2(C)CC[C@H]1[C@@H](C)C2

How do the records compare in strongest force on any atom? In the order shown, they have 2.40 0.78 0.58 2.20 2.54 3.21 eV/Å.